A gas-phase ion, C4H7N2 (charge +1) at a distorted geometry. Source: OMol25; level of theory: ωB97M-V/def2-TZVPD.

Summary:
HOMO level (alpha / beta) ... -12.7 / -12.7 eV
LUMO (alpha / beta) ... -0.2164 / -0.2164 Eh
Charge ... +1
E_tot ... -7231.452 eV

Last column: natural (NBO) charge in e.
Positions of all 13 atoms, in Å:
C  0.041  -0.007  0.483  -0.263
C  -1.368  0.266  0.863  0.172
C  0.501  -1.199  0.880  -0.264
C  0.566  1.097  -0.298  0.306
N  1.639  1.059  -1.080  -0.623
N  -2.195  -0.427  0.196  -0.697
H  1.613  -1.337  0.991  0.214
H  0.022  -1.857  1.496  0.230
H  -0.030  1.961  -0.396  0.243
H  1.955  1.796  -1.747  0.450
H  2.282  0.267  -1.135  0.433
H  -1.790  -1.187  -0.517  0.365
H  -3.236  -0.431  0.263  0.434

---

2 unconnected molecules or ions with the total composition C4H7N2 at a distorted geometry. Source: OMol25; level of theory: ωB97M-V/def2-TZVPD.

Summary:
HOMO level (alpha / beta) ... -14.8 / -14.2 eV
LUMO (alpha / beta) ... -0.2493 / -0.2922 Eh
Charge ... +1
E_tot ... -7228.676 eV

Last column: natural (NBO) charge in e.
Positions of all 13 atoms, in Å:
C  -1.970  0.641  -0.110  -0.133
C  -0.759  1.205  -0.343  -0.122
C  -1.702  -0.776  0.115  -0.347
C  2.907  -0.244  0.105  0.013
N  -0.348  -0.901  -0.073  -0.063
N  0.151  0.156  -0.348  -0.072
H  -3.031  0.946  -0.124  0.269
H  -0.570  2.267  -0.687  0.270
H  -1.686  -0.861  1.251  0.317
H  -2.248  -1.525  -0.202  0.271
H  3.529  0.582  -0.166  0.200
H  2.994  -1.080  -0.545  0.201
H  2.733  -0.412  1.125  0.196

---

2 unconnected molecules or ions with the total composition C4H7N2 at a distorted geometry. Source: OMol25; level of theory: ωB97M-V/def2-TZVPD.

Summary:
HOMO level (alpha / beta) ... -14.2 / -14.6 eV
LUMO (alpha / beta) ... -0.2538 / -0.2385 Eh
Charge ... +1
E_tot ... -7226.846 eV

Last column: natural (NBO) charge in e.
Positions of all 13 atoms, in Å:
C  -0.081  1.179  -1.231  -0.052
C  0.305  0.018  -1.712  0.328
C  -0.676  -0.850  -1.137  -0.306
C  -0.414  0.450  0.991  -0.078
N  1.346  -0.509  1.051  -0.778
N  -0.762  0.323  -0.282  -0.185
H  0.188  2.147  -1.310  0.265
H  -1.551  -1.026  -1.850  0.292
H  -0.221  -1.777  -0.681  0.280
H  -0.459  1.571  1.290  0.261
H  -1.021  -0.196  1.634  0.249
H  1.301  -1.310  1.656  0.357
H  2.045  -0.023  1.581  0.367